{
  "formula": "C48H77FGeN5O4PS2Si3Y",
  "method": "wB97M-V/def2-TZVPD",
  "multiplicity": 2,
  "total_charge": -2,
  "lumo_ev": [3.808, 3.805],
  "homo_energy_ev": [-0.8, -1.4],
  "de_lowest_kj_mol": 0.0,
  "energy_ev": -181545.40506,
  "elements": ["Y", "Ge", "S", "S", "P", "Si", "Si", "Si", "F", "O", "O", "O", "O", "N", "N", "N", "N", "N", "C", "C", "C", "C", "C", "C", "C", "C", "C", "C", "C", "C", "C", "C", "C", "C", "C", "C", "C", "C", "C", "C", "C", "C", "C", "C", "C", "C", "C", "C", "C", "C", "C", "C", "C", "C", "C", "C", "C", "C", "C", "C", "C", "C", "C", "C", "C", "C", "H", "H", "H", "H", "H", "H", "H", "H", "H", "H", "H", "H", "H", "H", "H", "H", "H", "H", "H", "H", "H", "H", "H", "H", "H", "H", "H", "H", "H", "H", "H", "H", "H", "H", "H", "H", "H", "H", "H", "H", "H", "H", "H", "H", "H", "H", "H", "H", "H", "H", "H", "H", "H", "H", "H", "H", "H", "H", "H", "H", "H", "H", "H", "H", "H", "H", "H", "H", "H", "H", "H", "H", "H", "H", "H", "H", "H"],
  "xyz": [[-0.06, 1.42, 0.50], [0.05, 1.15, -2.45], [-2.73, 0.74, 0.61], [-4.57, 0.32, 2.88], [-0.17, -2.24, 1.22], [1.61, 2.75, -3.27], [0.66, -0.78, -3.70], [-2.00, 1.78, -3.48], [-5.92, 3.55, -0.69], [-0.91, 5.45, -0.43], [-3.28, 7.49, 1.80], [-6.93, 6.15, -0.53], [-0.64, 3.44, 0.53], [-3.36, 5.29, 1.14], [-5.07, 6.76, 0.62], [-2.06, 1.03, 3.23], [-0.80, 1.27, 2.72], [1.71, 1.64, 1.92], [-2.94, 0.76, 2.34], [1.18, 3.54, -4.94], [6.06, -0.73, -1.62], [-0.17, -3.46, 3.90], [-2.48, 3.52, -2.97], [1.36, 2.16, 3.15], [-4.06, 4.30, 0.49], [0.03, 1.92, 3.56], [-3.43, 0.63, -3.02], [0.77, -3.79, 0.81], [-0.72, -2.08, -3.70], [3.03, 1.61, 1.51], [-1.10, 4.64, 0.45], [-2.01, 1.76, -5.38], [3.32, 1.98, -3.50], [2.29, 2.87, 3.93], [5.44, 1.72, -0.50], [-3.72, -4.54, 0.84], [6.94, 0.33, -1.79], [1.66, -2.81, 5.52], [0.41, -4.31, -0.60], [3.02, -4.90, 0.78], [-2.46, -4.04, 1.56], [-4.64, -3.37, 0.53], [-3.84, 6.58, 1.23], [-4.38, 0.40, 4.67], [1.17, -3.87, 4.52], [2.15, -1.61, -2.92], [-0.04, -2.15, 3.08], [3.30, 0.78, 0.43], [1.83, 4.17, -2.07], [-5.25, 4.52, -0.08], [-3.98, -2.41, -0.49], [1.21, -1.37, 3.51], [1.08, -0.52, -5.53], [2.34, -5.87, -0.20], [-2.45, -2.51, -0.45], [-2.02, 4.98, 1.63], [-1.97, -2.69, 0.99], [-5.86, 5.84, -0.05], [3.59, 2.98, 3.44], [4.54, 0.66, -0.29], [4.89, -0.57, -0.89], [3.98, 2.37, 2.26], [6.62, 1.55, -1.22], [2.29, -3.56, 0.86], [1.56, -5.09, -1.25], [1.33, -1.39, 5.03], [-1.68, -4.81, 1.49], [2.10, 3.82, -1.07], [6.27, -1.70, -2.07], [1.14, -0.36, 3.13], [0.19, -0.29, -6.11], [-3.44, -5.04, -0.10], [4.33, 3.52, 4.02], [-0.38, -3.01, -4.18], [1.20, -2.99, 6.50], [-3.60, 3.31, 0.47], [-0.89, -3.31, 4.71], [0.38, -1.05, 5.45], [-2.08, 4.13, 2.32], [-5.35, 0.13, 5.09], [4.04, 2.74, -3.81], [-5.61, -3.72, 0.15], [3.32, 1.20, -4.27], [-0.56, -4.29, 3.31], [2.74, -2.92, 5.66], [-1.60, -1.73, -4.23], [1.97, -1.73, -1.84], [-3.27, -0.37, -3.42], [2.34, -2.60, -3.35], [2.63, 4.84, -2.41], [2.12, -1.79, 3.08], [-2.12, -3.34, -1.07], [-5.44, 7.70, 0.68], [-1.67, 0.79, -5.76], [-4.10, 1.40, 4.97], [-4.85, -2.83, 1.46], [-2.03, -1.60, -0.87], [1.79, 0.30, -5.67], [-1.80, 4.26, -3.40], [5.19, 2.71, -0.14], [3.09, -6.52, -0.68], [2.57, -0.01, 0.24], [0.53, -4.55, 1.55], [-1.02, -2.31, -2.68], [1.08, 2.80, -5.73], [3.68, 1.54, -2.57], [4.06, -4.72, 0.49], [5.01, 2.39, 1.96], [1.90, -4.00, 3.73], [-2.45, -1.89, 1.56], [1.07, -4.85, 5.01], [-3.50, 3.76, -3.29], [-3.56, 0.54, -1.94], [-3.03, 1.92, -5.74], [1.17, -5.75, -2.03], [-2.43, 3.64, -1.89], [-3.61, -0.30, 5.00], [7.86, 0.20, -2.36], [2.59, -3.02, 1.76], [1.54, -1.43, -5.94], [2.57, -2.92, 0.02], [2.09, -0.68, 5.36], [1.97, 4.25, -5.22], [4.22, -1.41, -0.78], [-0.34, 2.28, 4.51], [0.91, 4.75, -1.95], [-4.22, -5.29, 1.45], [-2.68, -3.93, 2.62], [3.05, -5.35, 1.78], [-4.33, -2.63, -1.50], [-1.36, 2.53, -5.80], [2.24, -4.39, -1.75], [1.65, -6.53, 0.33], [-1.65, 5.86, 2.15], [0.24, 4.10, -4.87], [-4.36, 1.02, -3.44], [-0.47, -4.96, -0.53], [0.13, -3.48, -1.25], [1.99, 3.31, 4.87], [3.06, -1.02, -3.01], [7.27, 2.41, -1.37], [-0.90, -1.51, 3.33], [-4.27, -1.38, -0.26]],
  "mulliken_spin": [-0.064, 0.015, 0.029, 0.016, 0.011, -0.002, -0.002, 0.000, 0.000, -0.001, 0.000, 0.000, 0.027, 0.001, 0.000, -0.058, 0.164, 0.075, 0.099, 0.000, 0.001, 0.001, 0.000, 0.028, -0.007, 0.401, 0.001, 0.009, 0.000, -0.015, -0.004, 0.001, 0.001, 0.158, 0.003, 0.001, -0.003, 0.003, 0.001, -0.001, 0.000, -0.001, 0.000, 0.001, -0.001, -0.001, -0.063, -0.046, 0.001, 0.000, -0.001, 0.009, 0.000, 0.000, -0.001, 0.004, -0.013, 0.000, -0.064, 0.000, -0.002, 0.217, 0.005, 0.001, 0.000, -0.005, 0.000, 0.003, 0.000, 0.027, 0.000, 0.000, -0.001, 0.000, 0.000, 0.004, 0.000, 0.004, 0.014, 0.001, 0.000, 0.000, 0.000, 0.000, 0.000, 0.000, 0.002, 0.000, 0.000, 0.000, -0.018, 0.001, 0.000, 0.000, 0.002, 0.001, 0.003, 0.000, 0.000, -0.007, 0.000, 0.002, -0.001, 0.000, 0.000, -0.001, 0.000, 0.014, 0.000, 0.005, 0.000, 0.000, 0.001, 0.000, 0.000, 0.001, 0.000, 0.000, 0.002, 0.000, 0.001, 0.007, 0.000, 0.000, -0.006, 0.001, 0.000, 0.000, 0.000, 0.000, 0.000, 0.000, 0.000, -0.003, 0.000, 0.000, 0.000, -0.002, -0.003, 0.000, 0.000, 0.015, 0.000]
}